No. 1
Below is a molecular structure, C15H19NORuS, with properties calculated with ωB97M-V with the def2-TZVPD basis set.

Atoms and positions in Å:
1 Ru 0.51 0.92 0.17
2 C -1.63 1.43 0.87
3 C -0.75 1.30 2.00
4 C -0.53 -0.09 2.21
5 C -1.25 -0.81 1.22
6 C -1.94 0.13 0.40
7 C -2.86 -0.17 -0.74
8 C -1.25 -2.29 1.10
9 C 0.27 -0.72 3.31
10 C -0.21 2.40 2.87
11 C -2.20 2.70 0.30
12 H -3.84 0.30 -0.57
13 H -3.02 -1.23 -0.87
14 H -2.48 0.23 -1.68
15 H -1.69 -2.74 2.00
16 H -0.24 -2.68 1.01
17 H -1.83 -2.64 0.25
18 H -0.40 -1.19 4.03
19 H 0.86 0.02 3.85
20 H 0.95 -1.49 2.94
21 H -0.58 2.28 3.89
22 H -0.52 3.38 2.51
23 H 0.88 2.39 2.93
24 H -3.29 2.69 0.38
25 H -1.98 2.81 -0.77
26 H -1.84 3.58 0.82
27 O 0.36 -0.03 -1.73
28 N 1.50 -0.45 -2.30
29 C 1.41 -0.83 -3.60
30 C 2.51 -1.29 -4.26
31 C 3.73 -1.36 -3.58
32 C 3.79 -0.97 -2.27
33 C 2.65 -0.50 -1.61
34 S 2.69 -0.01 0.05
35 H 0.43 -0.74 -4.03
36 H 2.42 -1.58 -5.30
37 H 4.62 -1.72 -4.09
38 H 4.72 -1.02 -1.71

As for the total charge: +1. As for the LUMO energy (alpha / beta): -2.864 / -5.049 eV. The value obtained for the HOMO energy (alpha / beta) is -10.56 / -12.07 eV. The multiplicity is 6. The HOMO-LUMO gap (alpha / beta) is 7.69 / 7.02 eV.

Need the Mulliken charges? In units of e they are:
1. Ru 0.578
2. C 0.520
3. C -0.107
4. C 1.273
5. C 1.087
6. C 0.643
7. C -1.682
8. C -1.829
9. C -1.638
10. C -1.681
11. C -1.648
12. H 0.336
13. H 0.417
14. H 0.293
15. H 0.358
16. H 0.327
17. H 0.397
18. H 0.358
19. H 0.427
20. H 0.351
21. H 0.356
22. H 0.359
23. H 0.354
24. H 0.355
25. H 0.316
26. H 0.389
27. O -0.722
28. N 0.550
29. C -0.211
30. C -0.672
31. C -0.130
32. C -0.822
33. C 0.751
34. S -0.316
35. H 0.433
36. H 0.413
37. H 0.406
38. H 0.411

=====

No. 2
Below is a molecular structure, C15H20AuN3O15P2, with properties calculated with ωB97M-V with the def2-TZVPD basis set.

Atoms and positions in Å:
1 Au -0.36 0.27 -0.21
2 O -3.36 1.28 2.26
3 C -2.79 0.59 1.43
4 O -2.02 1.16 0.53
5 C -3.01 -0.90 1.41
6 C -4.12 -1.31 2.13
7 C -4.50 -2.63 2.18
8 C -3.76 -3.61 1.54
9 C -2.64 -3.23 0.84
10 C -2.21 -1.87 0.74
11 O -1.13 -1.62 0.08
12 N -1.89 -4.34 0.21
13 O -2.42 -5.43 0.22
14 O -0.80 -4.11 -0.28
15 N -5.68 -3.03 2.94
16 O -6.32 -2.15 3.49
17 O -5.96 -4.21 2.98
18 H -4.70 -0.55 2.65
19 H -4.05 -4.64 1.58
20 C 5.16 0.32 -0.49
21 C 3.66 0.59 -0.40
22 O 3.39 1.80 -1.02
23 P 2.69 -0.76 -1.18
24 O 2.90 -2.05 -0.29
25 O 3.52 -1.07 -2.49
26 O 1.28 -0.41 -1.47
27 P 3.12 0.61 1.45
28 O 4.32 -0.01 2.33
29 O 1.96 3.31 2.37
30 O 1.90 -0.22 1.63
31 H 5.46 0.40 -1.54
32 H 5.41 -0.67 -0.12
33 H 5.70 1.07 0.07
34 H 2.45 2.05 -0.88
35 H 2.31 -2.05 0.49
36 H 2.98 -1.44 -3.20
37 H 5.13 0.52 2.34
38 O 0.82 2.32 -0.24
39 C 0.44 3.40 0.25
40 C 1.06 4.71 -0.15
41 C 1.55 5.44 1.11
42 C 2.45 4.60 2.02
43 C 0.81 3.21 3.21
44 C -0.35 2.63 2.41
45 N -0.48 3.46 1.22
46 H 0.33 5.32 -0.68
47 H 1.88 4.50 -0.84
48 H 0.69 5.81 1.67
49 H 2.12 6.33 0.82
50 H 2.68 5.18 2.92
51 H 3.38 4.39 1.50
52 H 0.55 4.19 3.64
53 H 1.07 2.54 4.04
54 H -1.29 2.64 2.96
55 H -0.14 1.61 2.12
56 H -0.86 4.39 1.40

As for the LUMO energy (alpha / beta): -0.101 / -2.276 eV. The value obtained for the HOMO energy (alpha / beta) is -8.46 / -8.40 eV. The energy relative to the best compared isomer or geometry (same formula, charge and spin) comes out at 49.21 kcal per mole. The multiplicity is 3. The HOMO-LUMO gap (alpha / beta) is 8.36 / 6.12 eV.

Need the Mulliken charges? In units of e they are:
1. Au 1.030
2. O -0.653
3. C 0.421
4. O -0.548
5. C 0.109
6. C -0.470
7. C -0.526
8. C -0.156
9. C -0.490
10. C 1.035
11. O -0.665
12. N 1.042
13. O -0.661
14. O -0.613
15. N 1.074
16. O -0.638
17. O -0.641
18. H 0.642
19. H 0.635
20. C -1.983
21. C 1.168
22. O -0.593
23. P 0.921
24. O -0.559
25. O -0.541
26. O -0.839
27. P 0.598
28. O -0.508
29. O -0.229
30. O -0.633
31. H 0.461
32. H 0.422
33. H 0.481
34. H 0.390
35. H 0.408
36. H 0.380
37. H 0.371
38. O -0.676
39. C 0.436
40. C -0.936
41. C -0.572
42. C -0.665
43. C -0.766
44. C -0.400
45. N 0.020
46. H 0.333
47. H 0.361
48. H 0.314
49. H 0.460
50. H 0.378
51. H 0.376
52. H 0.415
53. H 0.394
54. H 0.587
55. H -0.099
56. H 0.395

=====

No. 3
Below is a molecular structure, C15H20BClIrN4O2, with properties calculated with ωB97M-V with the def2-TZVPD basis set.

Atoms and positions in Å:
1 Ir 1.08 -0.52 0.41
2 Cl 3.39 -4.69 -5.04
3 C 2.85 -3.50 -3.94
4 C 3.07 -2.14 -4.21
5 C 2.64 -1.15 -3.35
6 C 1.99 -1.51 -2.18
7 O 1.56 -0.46 -1.41
8 C 1.76 -2.87 -1.88
9 C 1.11 -3.29 -0.69
10 O 0.72 -2.55 0.24
11 C 2.20 -3.86 -2.78
12 H 3.58 -1.87 -5.13
13 H 2.82 -0.11 -3.57
14 H 0.92 -4.36 -0.55
15 H 2.03 -4.90 -2.55
16 B 3.32 1.72 3.67
17 C 2.57 0.98 2.62
18 N 1.95 0.41 1.79
19 H 3.97 2.50 2.99
20 H 2.43 2.30 4.26
21 H 3.93 0.93 4.33
22 C -2.07 3.68 0.42
23 C -1.17 3.19 -0.69
24 N -0.67 1.85 -0.33
25 C -1.36 1.01 0.44
26 N -0.77 -0.23 0.72
27 C -1.51 -1.21 1.58
28 C -3.00 -1.05 1.37
29 C -3.37 0.38 1.70
30 N -2.54 1.31 0.92
31 C -3.15 2.64 0.68
32 H -2.54 4.62 0.13
33 H -1.50 3.86 1.33
34 H -0.30 3.83 -0.82
35 H -1.70 3.13 -1.64
36 H 0.17 1.53 -0.77
37 H -1.24 -1.02 2.62
38 H -1.16 -2.20 1.31
39 H -3.53 -1.73 2.04
40 H -3.27 -1.30 0.35
41 H -3.23 0.60 2.76
42 H -4.41 0.59 1.45
43 H -3.72 2.88 1.57
44 H -3.84 2.55 -0.16

As for the total charge: +2. As for the LUMO energy (alpha / beta): -9.227 / -9.468 eV. The value obtained for the HOMO energy (alpha / beta) is -15.09 / -15.11 eV. The energy relative to the best compared isomer or geometry (same formula, charge and spin) comes out at 27.86 kcal per mole. The multiplicity is 2. The HOMO-LUMO gap (alpha / beta) is 5.86 / 5.64 eV.

Need the Mulliken charges? In units of e they are:
1. Ir 1.921
2. Cl -0.132
3. C -0.008
4. C -0.426
5. C -0.613
6. C 0.830
7. O -0.974
8. C 0.447
9. C 0.313
10. O -0.704
11. C -0.966
12. H 0.440
13. H 0.471
14. H 0.438
15. H 0.450
16. B 0.122
17. C 0.372
18. N -0.853
19. H 0.021
20. H 0.000
21. H 0.007
22. C -0.703
23. C -0.576
24. N -0.014
25. C 0.626
26. N -0.481
27. C -0.360
28. C -0.680
29. C -0.626
30. N 0.080
31. C -0.670
32. H 0.366
33. H 0.322
34. H 0.410
35. H 0.312
36. H -0.052
37. H 0.269
38. H 0.348
39. H 0.364
40. H 0.312
41. H 0.325
42. H 0.464
43. H 0.475
44. H 0.331

=====

No. 4
Below is a molecular structure, C15H20ClCsF3O4P, with properties calculated with ωB97M-V with the def2-TZVPD basis set.

Atoms and positions in Å:
1 O 2.32 2.70 3.24
2 C 3.08 1.92 2.76
3 Cl 4.14 0.97 3.89
4 C 3.29 1.65 1.28
5 C 2.19 0.80 0.62
6 C 0.71 0.99 1.07
7 O 0.01 0.05 0.31
8 P 0.87 -1.47 0.53
9 C -0.67 -2.60 0.54
10 C -1.73 -2.34 -0.56
11 C -3.01 -1.64 -0.02
12 C -2.92 -0.13 -0.09
13 C -2.38 0.50 -1.20
14 C -2.20 1.85 -1.30
15 C -2.62 2.64 -0.17
16 C -3.18 2.02 0.90
17 C -3.33 0.65 0.97
18 C 1.24 -1.74 -1.35
19 O 2.60 -1.45 -1.75
20 C 2.70 -0.98 -2.99
21 F 2.53 0.36 -3.04
22 F 3.94 -1.26 -3.45
23 F 1.86 -1.56 -3.88
24 O 2.40 -0.57 0.62
25 H 3.48 2.60 0.76
26 H 4.22 1.08 1.19
27 H 2.16 1.21 -0.42
28 H 0.27 1.99 0.98
29 H 0.73 0.81 2.17
30 H 1.66 -2.62 0.93
31 H 0.66 -1.27 1.96
32 H -0.31 -3.63 0.43
33 H -1.11 -2.54 1.54
34 H -1.37 -1.80 -1.44
35 H -2.08 -3.32 -0.92
36 H -3.13 -1.88 1.05
37 H -3.91 -2.03 -0.52
38 H -2.07 -0.11 -2.04
39 H -1.74 2.24 -2.20
40 H -2.46 3.74 -0.21
41 H -3.49 2.63 1.75
42 H -3.77 0.17 1.84
43 H 0.94 -2.76 -1.61
44 H 0.57 -1.05 -1.88
45 Cs -1.10 5.18 -0.30

As for the LUMO energy: -1.675 eV. The value obtained for the HOMO energy is -6.75 eV. The multiplicity is 1. The HOMO-LUMO gap is 5.08 eV.

Need the Mulliken charges? In units of e they are:
1. O -0.464
2. C 0.481
3. Cl -0.233
4. C -1.033
5. C 1.017
6. C -1.190
7. O 0.396
8. P -0.126
9. C -1.211
10. C -0.396
11. C -1.182
12. C 0.574
13. C -0.024
14. C -0.083
15. C -0.387
16. C -0.870
17. C -0.438
18. C -1.018
19. O -0.275
20. C 0.895
21. F -0.271
22. F -0.300
23. F -0.271
24. O -0.462
25. H 0.379
26. H 0.408
27. H -0.076
28. H 0.001
29. H 0.553
30. H -0.025
31. H 0.032
32. H 0.414
33. H 0.491
34. H 0.275
35. H 0.443
36. H 0.345
37. H 0.380
38. H 0.358
39. H 0.346
40. H 0.086
41. H 0.303
42. H 0.364
43. H 0.317
44. H 0.466
45. Cs 1.011

=====

Summary of E_tot in a.u.
-1205.70805; -2694.77514; -1541.76524; -2005.67892
(order as listed above)
Summary of max |F| in Eh/bohr
0.00806; 0.00636; 0.01035; 0.07722
(order as listed above)